(1)
This record from the Open Molecules 2025 dataset describes a molecular structure, C34H44CdGe2INO2S. The level of theory is the ωB97M-V functional and the def2-TZVPD basis.

CARTESIAN COORDINATES (ANGSTROEM)
Cd -0.956 -0.082 0.128
C 3.969 2.323 -0.250
C 3.124 1.157 -0.760
Ge 2.517 -0.094 0.687
C 2.678 -1.927 -0.062
C 4.125 -2.319 -0.358
C 3.610 0.015 2.316
C 2.793 0.022 3.382
Ge 0.917 0.115 2.672
C 0.114 1.883 3.192
C -0.684 1.863 4.496
C -0.268 -1.482 2.999
C -0.192 -2.131 4.381
C 3.184 0.017 4.800
C 2.203 -0.127 5.783
C 2.524 -0.165 7.129
C 3.847 -0.045 7.524
C 4.835 0.118 6.562
C 4.511 0.148 5.217
H 4.247 2.983 -1.074
H 4.885 1.961 0.219
H 3.437 2.916 0.497
H 3.704 0.542 -1.450
H 2.257 1.516 -1.319
H 2.061 -1.994 -0.958
H 2.248 -2.607 0.673
H 4.599 -1.622 -1.053
H 4.174 -3.313 -0.805
H 4.722 -2.329 0.557
H 4.696 0.016 2.399
H -0.536 2.220 2.387
H 0.953 2.580 3.260
H -1.550 1.206 4.406
H -1.051 2.867 4.720
H -0.075 1.538 5.339
H 0.027 -2.207 2.240
H -1.296 -1.183 2.784
H 0.836 -2.384 4.644
H -0.777 -3.053 4.383
H -0.597 -1.484 5.161
H 1.173 -0.222 5.467
H 1.743 -0.289 7.869
H 4.107 -0.079 8.574
H 5.868 0.222 6.870
H 5.298 0.278 4.485
I -3.807 4.642 -1.669
C -1.927 3.983 -1.020
C -1.108 4.788 -0.247
C 0.102 4.269 0.186
C 0.426 2.964 -0.145
N -0.360 2.193 -0.897
C -1.510 2.704 -1.339
H -1.401 5.793 0.022
H 0.778 4.861 0.787
H 1.351 2.517 0.198
H -2.118 2.067 -1.971
C -0.045 -5.180 1.001
C -0.513 -4.749 -0.398
C 0.497 -5.200 -1.459
C -1.883 -5.383 -0.677
C -0.641 -3.282 -0.433
C -0.778 -2.078 -0.449
H 0.031 -6.268 1.054
H -0.762 -4.848 1.754
H 0.929 -4.757 1.242
H 0.613 -6.285 -1.436
H 1.473 -4.744 -1.284
H 0.157 -4.909 -2.453
H -1.792 -6.470 -0.711
H -2.285 -5.032 -1.628
H -2.589 -5.118 0.111
O -8.298 -1.146 -1.863
C -8.165 -0.239 -0.868
O -9.145 0.300 -0.434
C -6.791 0.032 -0.363
C -5.623 -0.438 -0.960
C -4.383 -0.112 -0.445
C -4.267 0.692 0.694
S -2.737 1.186 1.368
C -5.443 1.152 1.301
C -6.675 0.828 0.778
H -7.453 -1.544 -2.089
H -5.650 -1.058 -1.850
H -3.491 -0.488 -0.931
H -5.365 1.772 2.185
H -7.584 1.179 1.247

Output
- HOMO-LUMO gap: 7.664 eV
- Total charge: 0
- Multiplicity: 1

=====

(2)
This record from the Open Molecules 2025 dataset describes a molecular structure, C34H44ClN4O5S3Ti at a distorted geometry. The level of theory is the ωB97M-V functional and the def2-TZVPD basis.

CARTESIAN COORDINATES (ANGSTROEM)
Ti -0.832 0.025 0.111
C -3.775 0.586 1.317
C -2.771 1.157 2.304
N -1.520 1.573 1.633
C -1.495 2.962 1.136
C -2.401 3.204 -0.065
S -2.135 2.001 -1.407
C -3.751 1.196 -1.619
C -3.802 -0.206 -1.019
N -3.112 -0.265 0.290
H -4.533 0.004 1.849
H -4.304 1.385 0.804
H -3.222 1.997 2.844
H -2.502 0.399 3.041
H -0.766 1.497 2.317
H -1.782 3.659 1.934
H -0.457 3.178 0.865
H -3.455 3.198 0.204
H -2.186 4.194 -0.471
H -4.509 1.866 -1.214
H -3.941 1.135 -2.691
H -4.849 -0.519 -0.920
H -3.303 -0.920 -1.681
H -3.193 -1.230 0.613
C 2.519 3.596 1.163
N 3.200 2.502 0.515
C 4.430 2.713 -0.255
C 4.889 1.278 -0.575
N 3.727 0.497 -0.159
C 2.844 1.226 0.519
S 1.507 0.540 1.355
H 3.261 4.255 1.613
H 1.874 3.202 1.946
H 1.928 4.172 0.449
H 5.154 3.265 0.345
H 4.207 3.289 -1.157
H 5.772 0.984 -0.006
H 5.093 1.135 -1.635
H 3.694 -0.510 -0.135
C -3.675 -5.646 3.750
C -3.688 -4.211 4.181
C -4.771 -3.662 4.848
C -4.771 -2.332 5.248
Cl -6.150 -1.688 6.077
C -3.681 -1.523 4.999
C -2.585 -2.049 4.319
C -2.598 -3.375 3.919
O -1.575 -3.976 3.204
C -0.393 -3.245 2.966
C -0.661 -2.385 1.733
O -0.789 -3.028 0.628
O -0.776 -1.132 1.799
H -4.584 -6.147 4.071
H -2.822 -6.174 4.173
H -3.598 -5.733 2.666
H -5.630 -4.281 5.067
H -3.678 -0.499 5.342
H -1.726 -1.416 4.145
H 0.394 -3.959 2.720
H -0.080 -2.625 3.807
O -1.325 -2.531 -1.578
C -1.051 -1.972 -0.574
O 0.328 0.237 -1.529
S 0.612 -0.351 -2.931
C 0.245 1.002 -4.077
C 1.172 2.181 -4.049
C 1.172 3.081 -2.986
C 2.033 4.167 -2.999
C 2.907 4.360 -4.061
C 2.913 3.464 -5.119
C 2.045 2.382 -5.112
C 2.386 -0.389 -3.075
C 3.046 -1.594 -2.459
C 4.386 -1.810 -2.776
C 5.085 -2.855 -2.195
C 4.450 -3.701 -1.295
C 3.111 -3.501 -0.993
C 2.412 -2.450 -1.572
H -0.787 1.267 -3.835
H 0.238 0.514 -5.053
H 0.489 2.939 -2.159
H 2.007 4.886 -2.190
H 3.566 5.217 -4.075
H 3.577 3.615 -5.957
H 2.037 1.700 -5.952
H 2.746 0.551 -2.647
H 2.565 -0.352 -4.153
H 4.884 -1.164 -3.488
H 6.122 -3.018 -2.452
H 4.991 -4.521 -0.847
H 2.603 -4.171 -0.314
H 1.364 -2.320 -1.322

Output
- HOMO-LUMO gap (alpha / beta): 6.816 / 7.096 eV
- Total charge: +2
- Multiplicity: 2

=====

(3)
This record from the Open Molecules 2025 dataset describes a molecular structure, C34H44CoN4O2P2SSi2 at a distorted geometry. The level of theory is the ωB97M-V functional and the def2-TZVPD basis.

CARTESIAN COORDINATES (ANGSTROEM)
Co 0.585 0.329 -0.697
C 1.352 -2.299 -3.789
Si -0.385 -2.239 -2.969
C -1.542 -1.177 -4.051
C -1.104 -4.014 -2.966
N -0.070 -1.513 -1.437
P -0.889 -1.637 -0.048
C -0.892 -0.095 0.752
P 0.128 0.898 1.749
N 1.172 1.646 0.756
Si 1.873 3.221 0.853
C 3.160 3.289 -0.564
C 2.847 3.676 2.440
C 0.601 4.616 0.584
C -1.030 2.123 2.425
C -2.263 2.277 1.804
C -3.106 3.308 2.170
C -2.716 4.207 3.150
C -1.482 4.064 3.765
C -0.645 3.020 3.414
C 1.047 0.334 3.213
C 2.436 0.390 3.187
C 3.171 0.141 4.328
C 2.523 -0.173 5.515
C 1.138 -0.258 5.538
C 0.400 -0.009 4.396
C -0.447 -3.190 0.791
C 0.438 -4.055 0.159
C 0.629 -5.331 0.649
C -0.020 -5.731 1.809
C -0.847 -4.841 2.482
C -1.083 -3.581 1.966
C -2.646 -1.875 -0.456
C -3.292 -3.105 -0.464
C -4.595 -3.200 -0.922
C -5.266 -2.072 -1.366
C -4.616 -0.845 -1.384
C -3.312 -0.750 -0.937
H 1.356 -2.983 -4.631
H 2.128 -2.622 -3.100
H 1.614 -1.315 -4.164
H -1.464 -1.458 -5.096
H -1.291 -0.125 -3.964
H -2.578 -1.291 -3.748
H -0.950 -4.475 -3.938
H -2.173 -3.989 -2.775
H -0.656 -4.658 -2.215
H 4.040 2.688 -0.345
H 3.488 4.315 -0.699
H 2.727 2.956 -1.502
H 3.619 2.956 2.691
H 2.197 3.768 3.302
H 3.326 4.638 2.286
H -0.017 4.415 -0.284
H 1.110 5.561 0.427
H -0.059 4.725 1.437
H -2.548 1.561 1.044
H -4.071 3.413 1.696
H -3.373 5.012 3.444
H -1.177 4.774 4.520
H 0.309 2.894 3.907
H 2.925 0.658 2.262
H 4.250 0.215 4.295
H 3.089 -0.349 6.418
H 0.630 -0.500 6.460
H -0.679 -0.059 4.423
H 0.932 -3.720 -0.742
H 1.266 -6.026 0.120
H 0.103 -6.735 2.190
H -1.327 -5.147 3.400
H -1.777 -2.905 2.445
H -2.773 -3.991 -0.125
H -5.093 -4.161 -0.938
H -6.291 -2.148 -1.702
H -5.128 0.034 -1.752
H -2.778 0.192 -0.972
C 4.364 -3.273 0.803
O 3.176 -2.601 1.168
C 2.657 -1.609 0.433
O 1.569 -1.158 0.747
N 3.369 -1.113 -0.619
N 2.768 -0.127 -1.416
H 4.516 -4.015 1.585
H 5.226 -2.600 0.781
H 4.256 -3.780 -0.161
H 4.252 -1.513 -0.911
H 2.654 -0.448 -2.377
H 3.300 0.741 -1.395
S 0.049 2.726 -3.181
C 0.124 1.567 -2.119

Output
- HOMO-LUMO gap (alpha / beta): 6.546 / 6.691 eV
- Total charge: 0
- Multiplicity: 2

=====

(4)
This record from the Open Molecules 2025 dataset describes a molecular structure, C34H44N4OZn at a distorted geometry. The level of theory is the ωB97M-V functional and the def2-TZVPD basis.

CARTESIAN COORDINATES (ANGSTROEM)
Zn -0.160 0.226 0.792
N -1.035 1.357 2.509
N -3.085 0.330 0.479
C 0.085 -2.687 -0.121
C -0.941 -3.048 0.786
C -0.685 -2.439 2.027
C -1.424 -2.657 3.289
H -2.332 -3.240 3.102
H -1.717 -1.709 3.758
H -0.803 -3.207 4.012
C 0.493 -1.629 1.899
C 1.245 -1.077 3.058
H 1.329 -1.806 3.885
H 0.715 -0.200 3.464
H 2.254 -0.749 2.780
C 0.996 -1.810 0.539
C 2.368 -1.516 0.054
H 2.810 -0.650 0.564
H 2.357 -1.296 -1.023
H 3.038 -2.379 0.205
C -2.088 -3.941 0.502
H -2.314 -4.571 1.372
H -1.884 -4.597 -0.351
H -3.006 -3.378 0.272
C 0.255 -3.183 -1.502
H 0.421 -2.347 -2.193
H -0.637 -3.714 -1.853
H 1.112 -3.866 -1.595
C -0.482 2.114 3.485
H 0.462 1.794 3.913
C -1.094 3.280 3.974
H -0.615 3.799 4.796
C -2.271 3.766 3.387
H -2.674 4.753 3.624
C -2.882 2.945 2.442
H -3.753 3.211 1.850
C -2.365 1.612 2.310
C -3.168 0.520 1.845
H -3.165 -0.385 2.460
C -1.886 0.105 -0.222
C -4.115 0.572 -0.413
H -5.079 0.888 -0.089
C -3.643 0.359 -1.633
H -4.138 0.406 -2.582
N -2.318 -0.051 -1.515
C -1.693 -0.624 -2.667
C -2.348 -1.715 -3.295
C -1.875 -2.193 -4.518
H -2.427 -3.008 -4.993
C -0.729 -1.675 -5.125
C -0.196 -2.267 -6.398
H 0.821 -2.641 -6.248
H -0.152 -1.539 -7.215
H -0.815 -3.106 -6.728
C -0.141 -0.558 -4.531
H 0.692 -0.075 -5.035
C -0.603 -0.017 -3.317
C -0.035 1.291 -2.871
H -0.731 2.124 -3.060
H 0.869 1.486 -3.463
H 0.246 1.314 -1.812
C -3.578 -2.350 -2.723
H -4.454 -1.684 -2.746
H -3.437 -2.730 -1.698
H -3.811 -3.214 -3.361
O 1.108 1.693 0.217
C 2.080 2.388 0.658
C 2.447 2.458 2.111
C 3.786 1.846 2.473
C 4.937 2.793 2.171
C 5.100 3.091 0.678
C 3.971 3.923 0.092
N 2.795 3.093 -0.220
H 2.378 3.507 2.439
H 1.674 1.905 2.635
H 3.787 1.620 3.550
H 3.911 0.880 1.957
H 4.768 3.735 2.710
H 5.865 2.351 2.551
H 6.040 3.639 0.531
H 5.190 2.147 0.120
H 3.666 4.716 0.793
H 4.296 4.390 -0.834
H 2.421 3.100 -1.163

Output
- HOMO-LUMO gap (alpha / beta): 1.869 / 2.194 eV
- Total charge: -2
- Multiplicity: 1

=====

(5)
This record from the Open Molecules 2025 dataset describes a molecular structure, C34H44N9O10P2S2Y at a distorted geometry. The level of theory is the ωB97M-V functional and the def2-TZVPD basis.

CARTESIAN COORDINATES (ANGSTROEM)
Y -0.528 -0.229 0.854
S 1.106 2.112 -0.008
C 2.768 1.756 0.527
N 3.244 1.319 1.781
C 4.439 0.460 1.535
C 5.384 0.978 0.446
N 4.668 1.149 -0.816
C 5.457 1.511 -1.994
C 6.116 2.869 -1.924
C 5.428 4.014 -2.316
C 6.040 5.257 -2.260
C 7.347 5.368 -1.803
C 8.038 4.233 -1.404
C 7.425 2.988 -1.470
C 3.417 1.625 -0.640
S 2.159 1.962 -1.836
C 3.446 2.392 2.805
C 4.601 3.308 2.515
C 4.468 4.348 1.596
C 5.563 5.129 1.262
C 6.798 4.884 1.848
C 6.933 3.868 2.783
C 5.835 3.086 3.116
H 4.076 -0.530 1.253
H 4.983 0.370 2.474
H 6.162 0.228 0.289
H 5.853 1.917 0.751
H 4.791 1.464 -2.861
H 6.211 0.731 -2.113
H 4.412 3.933 -2.691
H 5.504 6.139 -2.587
H 7.831 6.336 -1.772
H 9.061 4.313 -1.058
H 7.977 2.100 -1.180
H 3.610 1.869 3.749
H 2.501 2.934 2.870
H 3.501 4.551 1.146
H 5.454 5.933 0.547
H 7.651 5.497 1.586
H 7.889 3.688 3.257
H 5.941 2.294 3.850
N -1.286 -0.353 5.208
C -0.190 0.403 4.474
C 0.710 1.104 5.477
P -1.005 1.533 3.286
O -1.786 2.493 4.287
O 0.002 2.207 2.420
O -1.960 0.659 2.507
P 0.695 -0.950 3.530
O 1.431 -0.131 2.399
O 1.472 -1.726 4.498
O -0.425 -1.591 2.696
H -1.862 0.274 5.776
H -0.865 -1.066 5.813
H -1.883 -0.822 4.517
H 0.143 1.785 6.115
H 1.446 1.698 4.938
H 1.244 0.377 6.090
H -1.903 3.406 3.994
H 2.328 0.520 2.323
C 0.570 -0.995 -4.816
O 0.531 -0.746 -3.396
C -0.606 -0.865 -2.709
O -0.587 -0.654 -1.499
N -1.702 -1.204 -3.410
N -2.917 -1.442 -2.763
H 1.606 -0.866 -5.110
H -0.044 -0.272 -5.352
H 0.268 -2.019 -5.037
H -1.638 -1.338 -4.406
H -3.229 -2.381 -2.976
H -3.610 -0.776 -3.084
N -5.938 -2.870 0.650
C -6.253 -1.555 0.508
O -7.353 -1.103 0.722
C -5.137 -0.629 0.095
C -5.485 0.596 -0.460
C -4.486 1.493 -0.794
C -3.175 1.144 -0.533
N -2.831 -0.022 0.018
C -3.796 -0.891 0.310
H -6.702 -3.493 0.863
H -5.125 -3.268 0.219
H -6.534 0.826 -0.598
H -4.716 2.457 -1.224
H -2.368 1.836 -0.759
H -3.482 -1.816 0.784
N 3.894 -1.269 -2.852
C 4.332 -1.773 -1.670
O 5.502 -1.853 -1.362
C 3.249 -2.302 -0.772
C 3.417 -3.521 -0.126
C 2.399 -3.986 0.686
C 1.271 -3.203 0.864
N 1.119 -2.013 0.274
C 2.092 -1.585 -0.538
H 4.575 -0.864 -3.473
H 2.916 -1.114 -3.021
H 4.331 -4.082 -0.269
H 2.480 -4.935 1.198
H 0.483 -3.509 1.538
H 1.946 -0.615 -1.003

Output
- HOMO-LUMO gap: 7.698 eV
- Total charge: +2
- Multiplicity: 1

=====

What is the total charge in the third record? 0